Formula: C10H21BN2O3
Source: the Open Molecules 2025 dataset
Level of theory: ωB97M-V with the def2-TZVPD basis set

Computed properties:
Frontier orbital gap   8.9 eV
Net charge   0
SMILES   CNC[C@@]1(N(C)C(C)=O)CC[C@@H](B(C)O)O1

```
37
Properties=species:S:1:pos:R:3:mulliken_charge:R:1
C 3.9936 0.5384 -0.7931 -1.05
N 2.6025 0.6867 -1.2456 -0.27
C 1.8294 1.4648 -0.2758 -1.41
C 0.6170 0.6772 0.2965 1.09
N 1.2108 -0.4484 1.0457 0.27
C 0.5063 -0.7587 2.3074 -1.17
C 1.3138 -1.6746 0.2751 0.53
C 0.0965 -2.5049 -0.0585 -1.16
O 2.3370 -2.0340 -0.1095 -0.47
C -0.1897 1.7251 1.0930 -1.04
C -1.6345 1.5974 0.5601 -0.89
C -1.5184 0.3098 -0.2969 0.36
B -2.6936 -0.0331 -1.2910 0.67
C -3.9365 -0.8720 -0.7742 -1.07
O -2.6990 0.3964 -2.5960 -0.64
O -0.2040 0.4051 -0.8104 -0.56
H 4.5681 -0.0092 -1.5326 0.32
H 4.0255 -0.0223 0.1290 0.31
H 4.4936 1.5043 -0.6867 0.38
H 2.6667 1.2220 -2.0999 0.31
H 1.4389 2.3368 -0.7898 0.42
H 2.4147 1.7627 0.5858 0.41
H 0.6961 -1.7719 2.6414 0.42
H 0.8888 -0.1057 3.0826 0.33
H -0.5730 -0.6119 2.2807 0.40
H -0.2963 -2.1095 -0.9892 0.16
H -0.6991 -2.4225 0.6713 0.33
H 0.3642 -3.5303 -0.2482 0.46
H -0.1502 1.7149 2.1758 0.42
H 0.1469 2.7238 0.8501 0.30
H -1.9660 2.3968 -0.0961 0.46
H -2.4008 1.5629 1.3280 0.33
H -1.6030 -0.4795 0.4599 -0.19
H -4.5090 -0.3222 -0.0312 0.32
H -3.6233 -1.8108 -0.3193 0.33
H -4.5828 -1.1286 -1.6055 0.28
H -2.9309 -0.3750 -3.1326 0.30
```

Formula: H22O11
Source: the Open Molecules 2025 dataset
Level of theory: ωB97M-V with the def2-TZVPD basis set

Computed properties:
Frontier orbital gap   10.9 eV
Net charge   0
SMILES   O.O.O.O.O.O.O.O.O.O.O

```
33
Properties=species:S:1:pos:R:3:mulliken_charge:R:1
O 0.6018 0.5831 4.0771 -0.58
H 1.4316 0.7217 4.5437 0.29
H 0.9066 0.7323 3.1778 0.31
O -2.3212 2.2566 0.8123 -0.62
H -1.7497 2.3182 0.0384 0.31
H -2.5531 1.3237 0.8326 0.31
O 1.7730 -1.1033 -2.3544 -0.59
H 2.6802 -0.8292 -2.5200 0.29
H 1.2569 -0.3992 -2.7600 0.30
O 0.6276 0.3957 -4.9862 -0.66
H -0.2792 0.6400 -5.1985 0.32
H 0.5274 -0.4684 -4.5693 0.33
O -0.7251 -2.4690 -0.2409 -0.56
H -0.0532 -1.8170 -0.4737 0.34
H -0.3162 -3.0024 0.4345 0.23
O 3.9373 1.0270 -2.1071 -0.60
H 4.0377 1.3254 -1.2006 0.31
H 4.7266 1.2599 -2.5991 0.30
O 0.7526 -2.2065 3.4730 -0.66
H 0.3517 -2.7864 2.8226 0.33
H 0.1453 -1.9098 4.1561 0.34
O -2.2087 -2.1703 -2.9447 -0.63
H -1.9534 -2.9603 -2.4921 0.30
H -2.5462 -1.7488 -2.1382 0.31
O -3.6090 0.6616 3.5290 -0.63
H -2.7574 0.9709 3.1893 0.32
H -3.3076 0.1599 4.2949 0.31
O 0.2750 3.5738 -0.6997 -0.62
H 1.0893 3.3467 -1.1594 0.31
H -0.2221 4.0849 -1.3379 0.31
O 0.4903 -0.4304 1.4080 -0.68
H 1.3283 -0.7365 1.0317 0.33
H 0.4637 -1.1953 2.0344 0.33
```

Formula: C6H23NO6
Source: the Open Molecules 2025 dataset
Level of theory: ωB97M-V with the def2-TZVPD basis set

Computed properties:
Frontier orbital gap   7.7 eV
Net charge   0
SMILES   C/C=C/C(C)=C/N.O.O.O.O.O.O

```
36
Properties=species:S:1:pos:R:3:mulliken_charge:R:1
C 2.6954 0.3896 1.6154 -1.11
C 2.1860 -0.7743 0.7783 -0.13
C 1.1641 -0.5593 -0.0585 0.32
C 0.6437 -1.4670 -1.0688 0.35
C 1.2622 -2.8160 -1.3388 -1.81
C -0.4421 -1.0373 -1.7440 -0.53
N -1.0202 -1.6917 -2.8271 -0.49
H 1.8183 0.7143 2.1613 0.12
H 2.9250 1.1456 0.8650 0.32
H 3.5700 0.2274 2.2316 0.37
H 2.6313 -1.7591 0.8231 0.39
H 0.8647 0.4864 -0.0771 -0.03
H 2.3243 -2.8115 -1.1255 0.40
H 1.1697 -3.1986 -2.3571 0.40
H 0.6763 -3.4968 -0.7231 0.31
H -0.9915 -0.1716 -1.3941 0.79
H -1.8314 -1.2686 -3.2303 0.21
H -0.3770 -2.1617 -3.4355 0.17
O 0.7372 3.1596 1.2566 -0.64
H -0.0582 3.5625 1.6353 0.34
H 0.6068 2.2861 1.6707 0.20
O -3.7378 0.6849 -0.1204 -0.63
H -3.8602 -0.1443 -0.5888 0.31
H -2.8269 0.7499 0.1792 0.27
O -2.1012 -1.0187 3.3842 -0.66
H -1.4006 -1.2047 4.0239 0.32
H -1.8637 -1.4770 2.5728 0.32
O 1.0446 1.1511 -3.2076 -0.65
H 0.1468 1.4696 -3.0933 0.32
H 1.0838 0.2501 -2.8639 0.36
O -1.3609 2.0355 -0.5105 -0.49
H -0.4405 2.2250 -0.2352 0.34
H -1.5363 2.8455 -1.0074 0.22
O -0.8676 1.3203 2.4433 -0.49
H -1.7513 1.4092 2.0609 0.26
H -1.0829 0.9453 3.3058 0.25
```

Formula: C54H66N4O3
Source: the Open Molecules 2025 dataset
Level of theory: ωB97M-V with the def2-TZVPD basis set

Computed properties:
Frontier orbital gap   5.3 eV
Net charge   0

```
127
Properties=species:S:1:pos:R:3:mulliken_charge:R:1
C -1.9852 -2.6396 -3.9100 -1.38
C -2.3937 -2.1976 -2.5086 1.81
C -3.1901 -3.2757 -1.7698 -1.92
C -3.1241 -0.8619 -2.6324 0.55
C -4.4988 -0.8337 -2.8752 -0.49
C -5.1394 0.3605 -3.1982 -1.37
C -4.3992 1.5377 -3.2609 -0.40
C -3.0196 1.5343 -3.0260 0.82
C -2.2617 2.8580 -3.1734 2.16
C -2.5670 3.8062 -2.0149 -1.58
C -2.5624 3.5160 -4.5253 -1.66
C -2.3845 0.3329 -2.6417 -1.98
N -0.9470 0.2663 -2.4445 2.25
N -0.1772 0.1988 -3.5608 -0.94
N 1.0936 0.1494 -3.1096 2.35
C 2.2249 0.1319 -4.0178 -1.00
C 2.7690 1.3462 -4.4598 0.60
C 2.0196 2.6548 -4.1743 1.82
C 0.8100 2.7553 -5.1065 -1.09
C 2.9017 3.9055 -4.2620 -2.06
C 3.9311 1.3363 -5.2384 -0.86
C 4.5041 0.1179 -5.6177 -1.31
C 3.9265 -1.0916 -5.2342 -0.77
C 2.7967 -1.0858 -4.4062 0.30
C 2.1585 -2.4267 -4.0065 1.45
C 3.1875 -3.4593 -3.5341 -1.48
C 1.3365 -2.9632 -5.1807 -1.69
C 1.1487 0.2811 -1.7386 -0.88
C 2.3871 0.4923 -1.0271 0.63
C 2.4640 1.5584 -0.1003 -0.95
C 3.6671 1.8569 0.5311 -0.89
C 4.8096 1.0881 0.2706 -0.69
C 4.7302 0.0055 -0.6156 -0.76
C 3.5333 -0.3030 -1.2434 0.74
C -0.1389 0.2516 -1.2779 1.20
C -0.4896 0.3206 0.0940 -1.79
H -1.4290 -1.8399 -4.4175 0.29
H -1.3558 -3.5357 -3.8909 0.34
H -2.8782 -2.8600 -4.5125 0.36
H -1.4870 -1.9896 -1.9259 -0.31
H -3.5532 -2.8940 -0.8091 0.41
H -4.0463 -3.6186 -2.3632 0.37
H -2.5412 -4.1359 -1.5672 0.45
H -5.0766 -1.7645 -2.8299 0.25
H -6.2203 0.3791 -3.3439 0.37
H -4.9105 2.4809 -3.5022 0.31
H -1.1951 2.5982 -3.1461 -1.21
H -2.3155 3.3300 -1.0597 0.35
H -1.9760 4.7234 -2.1174 0.44
H -3.6338 4.0673 -2.0008 0.32
H -2.3032 2.8415 -5.3498 0.36
H -3.6266 3.7621 -4.6127 0.39
H -1.9827 4.4382 -4.6478 0.42
H 1.6408 2.5974 -3.1361 -0.30
H 0.1336 1.9008 -4.9635 0.11
H 0.2449 3.6806 -4.9279 0.37
H 1.1421 2.7414 -6.1564 0.38
H 3.7929 3.7953 -3.6348 0.42
H 3.2146 4.0852 -5.2970 0.37
H 2.3438 4.7809 -3.9114 0.47
H 4.3701 2.2856 -5.5675 0.32
H 5.3991 0.1136 -6.2394 0.38
H 4.3353 -2.0539 -5.5654 0.36
H 1.4742 -2.2261 -3.1652 -0.14
H 3.8737 -3.0287 -2.7969 0.30
H 2.6827 -4.3136 -3.0649 0.40
H 3.7777 -3.8215 -4.3835 0.37
H 0.6280 -2.2030 -5.5368 0.32
H 2.0087 -3.2149 -6.0131 0.42
H 0.7714 -3.8598 -4.8947 0.42
H 1.5783 2.1669 0.0801 0.50
H 3.7059 2.7131 1.2107 0.47
H 5.7690 1.3589 0.7204 0.42
H 5.6221 -0.5930 -0.8330 0.44
H 3.4430 -1.1593 -1.9100 0.03
H -0.1856 1.2603 0.5796 0.35
H -1.3646 -0.2657 0.3883 0.36
C -2.7564 3.4115 5.8127 -1.63
C -1.2469 3.1605 5.7049 2.14
C -0.6462 4.1841 4.7348 -1.98
C -0.5852 3.3816 7.0688 -1.74
C -1.0206 1.6995 5.2283 -0.53
C -0.5826 1.3659 3.9686 -0.39
C -0.3741 0.0194 3.5355 -0.35
C 0.2934 -0.2160 2.2824 -0.59
C 0.7221 -1.5425 1.9086 1.12
C -0.1705 -2.6549 1.9081 -0.01
C 0.3001 -3.9333 1.6393 -0.86
C 1.6790 -4.1126 1.3856 -0.64
N 2.1900 -5.4046 1.1103 0.98
O 3.4037 -5.5118 0.8093 -0.61
O 1.4100 -6.3810 1.1134 -0.62
C 2.5526 -3.0199 1.2574 -0.43
C 2.0688 -1.7592 1.5188 -0.63
C -0.6866 -1.0087 4.4867 -0.36
C -1.1551 -0.7585 5.7482 -0.75
C -1.5228 -1.8896 6.7388 2.16
C -0.8740 -1.6338 8.1022 -1.80
C -1.0504 -3.2703 6.2633 -1.99
C -3.0481 -1.9194 6.8950 -1.64
C -1.4263 0.6314 6.1358 1.43
O -2.0528 0.8862 7.1995 -0.82
H -3.1819 2.7245 6.5486 0.36
H -2.9484 4.4444 6.1240 0.46
H -3.2357 3.2247 4.8436 0.30
H 0.4362 4.0313 4.6195 0.39
H -1.1261 4.1401 3.7491 0.35
H -0.8039 5.1954 5.1385 0.43
H 0.4904 3.1822 6.9984 0.36
H -0.7438 4.4107 7.4072 0.46
H -1.0205 2.6980 7.7978 0.33
H -0.3706 2.1624 3.2462 0.35
H 1.0178 0.5597 2.0194 0.17
H -1.2390 -2.4910 2.0914 0.72
H -0.3368 -4.8158 1.7067 0.58
H 3.6131 -3.1785 1.0593 0.55
H 2.7194 -0.8870 1.4557 0.55
H -0.4927 -2.0376 4.2012 0.47
H -1.1969 -0.6691 8.4940 0.35
H -1.1446 -2.4166 8.8210 0.45
H 0.2151 -1.6179 7.9943 0.37
H -1.4970 -3.5398 5.2981 0.37
H 0.0442 -3.2928 6.1719 0.39
H -1.3431 -4.0378 6.9943 0.44
H -3.5152 -2.0771 5.9167 0.30
H -3.3589 -2.7245 7.5722 0.46
H -3.3941 -0.9594 7.2862 0.36
```

Formula: C5H8O2
Source: the Open Molecules 2025 dataset
Level of theory: ωB97M-V with the def2-TZVPD basis set

Computed properties:
Frontier orbital gap   8.9 eV
Net charge   0

```
15
Properties=species:S:1:pos:R:3:mulliken_charge:R:1
O 2.2393 -0.0693 1.0890 -0.55
C 1.5438 -0.3392 -0.4060 -0.55
C 0.1924 0.0415 -0.0574 0.10
C -0.7856 1.1097 -0.5689 -0.55
C -1.9543 0.1961 -0.0856 -0.37
C -0.9020 -0.8916 0.2134 0.31
O -0.9645 -2.0645 0.5223 -0.67
H 2.3554 -0.9353 1.5275 0.40
H 1.7248 -1.4027 -0.5719 0.27
H 2.1205 0.3054 -1.0681 0.26
H 1.1247 0.2298 1.1965 0.42
H -0.7277 2.0895 -0.0854 0.21
H -0.7948 1.2614 -1.6570 0.24
H -2.6847 -0.0855 -0.8516 0.26
H -2.4874 0.5548 0.8031 0.22
```

Formula: C41H46BrCoN6O2P
Source: the Open Molecules 2025 dataset
Level of theory: ωB97M-V with the def2-TZVPD basis set

Computed properties:
Frontier orbital gap (spin up / spin down)   8.0 / 5.3 eV
2S+1   5
Net charge   +1
⟨S²⟩   6.021

```
98
Properties=species:S:1:pos:R:3:lowdin_spin:R:1
Co -0.3128 0.7811 -0.2190 2.69
C -0.3449 -3.4310 3.3706 0.00
N -0.0917 -2.0456 3.0380 0.01
C 0.7616 -1.3285 3.9612 0.00
C -0.5345 -1.5094 1.8510 0.01
N 0.2147 -0.8090 1.0217 0.05
C 1.6300 -0.7921 1.1429 0.01
C 2.4150 -1.9152 1.3753 0.00
C 3.7898 -1.8015 1.5251 0.00
C 4.3969 -0.5581 1.4175 0.00
C 3.6337 0.5545 1.1011 0.00
C 2.2561 0.4501 0.9409 0.00
N 1.4650 1.5090 0.4471 0.04
C 1.6217 2.7516 0.8790 0.01
N 2.0303 3.0494 2.1370 0.01
C 2.8714 4.1921 2.4445 0.00
C 1.6967 2.1804 3.2475 0.00
N 1.3537 3.7792 0.0499 0.01
C 1.2252 3.5524 -1.3795 0.00
C 0.7172 5.0072 0.5191 0.00
N -1.8605 -1.6802 1.6191 0.01
C -2.8076 -1.9247 2.6977 0.00
C -2.4776 -1.5919 0.3148 0.01
H 0.5995 -3.9852 3.4111 0.00
H -0.9769 -3.8940 2.6177 0.00
H -0.8364 -3.5275 4.3424 0.00
H 1.7611 -1.7663 4.0273 0.00
H 0.3051 -1.3491 4.9548 0.00
H 0.8611 -0.2957 3.6491 0.00
H 1.9425 -2.8870 1.4586 0.00
H 4.3837 -2.6845 1.7214 0.00
H 5.4676 -0.4616 1.5418 0.00
H 4.1067 1.5178 0.9457 0.00
H 3.2140 4.6601 1.5250 0.00
H 3.7432 3.8489 3.0065 0.00
H 2.3435 4.9350 3.0469 0.00
H 0.7960 1.6204 2.9985 0.00
H 1.4857 2.8008 4.1195 0.00
H 2.5084 1.4890 3.4924 0.00
H 1.9032 2.7617 -1.6919 0.00
H 1.4841 4.4760 -1.8973 0.00
H 0.2002 3.2826 -1.6437 0.00
H 0.5804 4.9717 1.5957 0.00
H -0.2683 5.0821 0.0580 0.00
H 1.3220 5.8770 0.2586 0.00
H -2.3876 -1.6070 3.6482 0.00
H -3.0942 -2.9773 2.7629 0.00
H -3.7043 -1.3369 2.5030 0.00
H -1.7496 -1.3645 -0.4512 0.01
H -3.2357 -0.8062 0.3112 0.00
H -2.9577 -2.5441 0.0643 0.00
C -0.3911 -5.8321 -4.6591 0.01
C 0.5899 -4.9542 -5.1031 0.00
C 0.8270 -3.7751 -4.4181 0.02
C 0.0707 -3.4718 -3.2824 0.06
C -0.9151 -4.3542 -2.8433 0.02
C -1.1428 -5.5352 -3.5317 0.00
P 0.2898 -1.9225 -2.4179 0.44
C 2.0037 -1.4995 -2.3747 0.06
C 2.4252 -0.1722 -2.5066 0.05
C 3.7745 0.1220 -2.4486 0.00
C 4.7031 -0.8909 -2.2540 0.06
C 4.2881 -2.2101 -2.1129 0.00
C 2.9432 -2.5177 -2.1607 0.05
C -0.8019 -0.6527 -2.9643 0.09
C -1.4872 -0.8571 -4.1760 0.04
C -2.2718 0.1613 -4.6692 0.01
C -2.3745 1.3475 -3.9465 0.04
C -1.7188 1.5109 -2.7352 0.01
C -0.9136 0.5097 -2.1662 0.07
H -0.5693 -6.7531 -5.1980 0.00
H 1.1690 -5.1881 -5.9861 0.00
H 1.5917 -3.0903 -4.7629 0.00
H -1.5030 -4.1170 -1.9648 0.00
H -1.9050 -6.2216 -3.1893 0.00
H 1.6973 0.6118 -2.6724 0.00
H 4.1052 1.1468 -2.5554 0.00
H 5.7573 -0.6519 -2.2083 0.00
H 5.0154 -2.9956 -1.9593 0.00
H 2.6180 -3.5432 -2.0387 0.00
H -1.3873 -1.7835 -4.7265 0.00
H -2.7999 0.0384 -5.6050 0.00
H -2.9977 2.1472 -4.3273 0.00
H -1.8841 2.4302 -2.1852 0.00
Br -5.7220 0.5744 4.1492 0.00
C -5.2489 1.8896 2.8649 0.00
C -6.1496 2.8975 2.5593 0.00
C -5.7901 3.8535 1.6196 0.00
C -4.5530 3.7982 0.9971 0.00
C -3.6631 2.7791 1.3099 0.00
C -4.0116 1.8176 2.2522 0.00
C -2.3316 2.7018 0.6085 0.01
O -1.9870 3.5863 -0.1722 0.01
O -1.6287 1.6609 0.8966 0.06
H -7.1124 2.9338 3.0490 0.00
H -6.4854 4.6454 1.3750 0.00
H -4.2598 4.5367 0.2638 0.00
H -3.3095 1.0334 2.4982 0.00
```

Formula: C25H21LuN6O3
Source: the Open Molecules 2025 dataset
Level of theory: ωB97M-V with the def2-TZVPD basis set

Computed properties:
Frontier orbital gap (spin up / spin down)   4.8 / 6.5 eV
2S+1   2
Net charge   +1
⟨S²⟩   0.769

```
56
Properties=species:S:1:pos:R:3:lowdin_spin:R:1
Lu -0.1718 -0.2959 -1.4794 0.05
O 2.8005 1.0680 4.3248 0.01
C 1.7688 0.3994 4.6478 0.00
O 1.4046 -0.1116 5.6881 0.01
C 0.8844 0.2216 3.3915 0.07
C 0.7206 -1.0046 2.8137 0.01
C 0.1769 -1.1515 1.5156 0.10
N -0.1866 -0.0712 0.7731 0.11
C -0.0885 1.1589 1.3822 0.05
C 0.4380 1.3357 2.6416 0.00
C -0.4016 2.2730 0.5055 0.01
C -0.4193 3.5880 0.9389 0.01
C -0.6570 4.5601 -0.0183 0.01
C -0.7816 4.2425 -1.3649 0.01
C -0.7239 2.9097 -1.7076 0.01
N -0.5639 1.9270 -0.7975 0.02
C 0.1247 -2.3941 0.8328 0.13
C 0.3174 -3.6385 1.4293 0.03
C 0.3555 -4.7569 0.6325 0.09
C 0.2342 -4.6366 -0.7788 0.07
C -0.0068 -3.4057 -1.3030 0.04
N -0.1085 -2.3204 -0.5267 0.13
H 1.1148 -1.8649 3.3243 0.00
H 0.5525 2.3240 3.0358 0.00
H -0.2767 3.8417 1.9684 0.00
H -0.6985 5.5767 0.3061 0.00
H -0.8971 5.0153 -2.0975 0.00
H -0.8581 2.5463 -2.7337 0.00
H 0.3866 -3.7309 2.4938 0.00
H 0.4655 -5.7310 1.0950 0.00
H 0.3500 -5.5099 -1.4261 0.00
H -0.1555 -3.2707 -2.3690 0.00
C -3.5249 -1.1256 -0.5742 0.00
C -3.3869 -0.5921 -1.9633 0.00
N -2.2339 -0.2972 -2.5664 0.00
C -2.5583 0.2256 -3.8116 0.00
C -3.8999 0.2883 -3.9472 0.00
N -4.3887 -0.2397 -2.7666 0.00
H -2.7010 -1.7981 -0.3377 0.00
H -4.4528 -1.7037 -0.4712 0.00
H -3.5671 -0.3151 0.1329 0.00
H -1.7835 0.4642 -4.5329 0.00
H -4.5250 0.6585 -4.7287 0.00
H -5.3606 -0.3356 -2.5597 0.00
O 1.8213 -0.0018 -2.0984 0.00
N 2.6430 0.2358 -1.1061 0.00
C 2.9244 1.5275 -0.7717 0.00
C 3.3077 1.7893 0.5090 0.00
C 3.4289 0.7264 1.4175 0.01
C 3.5302 -0.5713 0.9121 0.00
C 3.1240 -0.8012 -0.3860 0.01
H 2.6849 2.2493 -1.5419 0.00
H 3.5077 2.7901 0.8446 0.00
H 3.4999 0.9171 2.4868 0.00
H 3.8792 -1.3943 1.5280 0.00
H 2.9315 -1.7901 -0.8055 0.00
```

Formula: C7H11NO4
Source: the Open Molecules 2025 dataset
Level of theory: ωB97M-V with the def2-TZVPD basis set

Computed properties:
Frontier orbital gap   8.5 eV
Net charge   0
SMILES   C=C/C=C/N=C(\C)O.O=C(O)O

```
23
Properties=species:S:1:pos:R:3:mulliken_charge:R:1
C -0.6467 -2.6070 3.0031 -0.85
C -1.1959 -1.7056 2.1917 -0.25
C -0.4449 -0.8326 1.3293 0.35
C -1.0165 0.0211 0.4652 -0.59
N -0.2589 0.8638 -0.3156 -0.28
C -0.6304 1.2874 -1.4556 0.84
C -1.8666 0.9048 -2.2165 -1.19
O 0.1631 2.1460 -2.1054 -0.50
H -1.2450 -3.2426 3.6338 0.27
H 0.4217 -2.7405 3.0588 0.27
H -2.2740 -1.6021 2.1562 0.25
H 0.6323 -0.9154 1.3585 0.15
H -2.1017 0.0879 0.3986 0.24
H -1.8630 1.3966 -3.1839 0.31
H -2.7544 1.2019 -1.6593 0.33
H -1.8975 -0.1757 -2.3502 0.33
H 0.9591 2.3188 -1.5747 0.34
O 2.6502 -0.5744 0.1694 -0.56
C 2.6832 0.4867 -0.3809 0.71
O 3.1263 0.6854 -1.6220 -0.44
O 2.3072 1.6491 0.1410 -0.45
H 3.3911 -0.1526 -2.0276 0.35
H 1.8614 1.4991 0.9861 0.36
```

Listing molecular weight for the structures above in their given order: 228.10; 198.17; 205.25; 819.15; 100.12; 824.67; 628.45; 173.17 g mol⁻¹.